Formula: C44H56BCdIN12S4
Source: the Open Molecules 2025 dataset
Level of theory: ωB97M-V/def2-TZVPD

Output
molar mass = 1131.41 g/mol
ΔE to the lowest compared entry with this formula, charge and spin = 40.62 kJ/mol
LUMO level = -0.37 eV
HOMO-LUMO gap = 6.441 eV
electronic energy = -121103.6343 eV

Positions of all 119 atoms, in Å:
Cd1 1.90333 0.83331 -0.21793
C1 -0.46771 3.75347 3.25199
C2 -1.57272 2.91426 2.69729
C3 -2.85885 3.34699 2.64250
C4 -3.86934 2.51513 2.09640
N1 -3.58474 1.32219 1.66470
N2 -2.32465 0.87574 1.73937
B1 -2.14094 -0.61529 1.32803
N3 -1.76251 -1.46563 2.53192
N4 -2.63597 -1.11252 3.50489
C5 -2.50320 -1.58244 4.69948
C6 -1.39926 -2.42392 5.02334
C7 -0.53498 -2.81280 4.05937
C8 0.66179 -3.65053 4.36330
C9 -0.76011 -2.38881 2.68477
S1 0.14927 -2.99168 1.43540
C10 -3.59056 -1.15773 5.68317
C11 -3.32139 -1.68784 7.09005
C12 -3.65284 0.37393 5.71919
C13 -4.92892 -1.70901 5.17383
N5 -3.45563 -1.11435 0.60379
N6 -4.65887 -1.46651 0.99803
C14 -5.48127 -1.87581 0.05588
C15 -5.09363 -1.88414 -1.30924
C16 -3.83479 -1.51810 -1.70319
C17 -3.34199 -1.47243 -3.11041
C18 -2.98782 -1.15327 -0.64049
S2 -1.32188 -0.77634 -0.45160
C19 -6.84020 -2.36850 0.54696
C20 -6.60389 -3.65260 1.35645
C21 -7.78967 -2.66712 -0.61205
C22 -7.46940 -1.30538 1.45470
C23 -1.27903 1.59303 2.20777
S3 0.27640 0.93131 2.21392
C24 -5.34467 2.89882 2.05037
C25 -5.95821 2.46204 0.71572
C26 -6.04558 2.15490 3.19755
C27 -5.54177 4.40452 2.22671
H1 -0.77626 4.79597 3.33094
H2 0.42591 3.66730 2.63342
H3 -0.18801 3.39109 4.24381
H4 -3.10516 4.34181 2.99080
H5 -1.23350 -2.73575 6.04570
H6 0.68922 -3.91064 5.42107
H7 1.56813 -3.10447 4.09208
H8 0.66107 -4.55581 3.75712
H9 -2.37222 -1.31910 7.48492
H10 -3.30467 -2.77955 7.11360
H11 -4.11361 -1.35278 7.76173
H12 -2.71773 0.79253 6.09957
H13 -4.46762 0.70271 6.36925
H14 -3.82110 0.76721 4.71679
H15 -4.91160 -2.80106 5.13348
H16 -5.13044 -1.33360 4.16897
H17 -5.74123 -1.40381 5.83839
H18 -5.81100 -2.18778 -2.06029
H19 -4.10509 -1.80684 -3.81062
H20 -2.45346 -2.09769 -3.22299
H21 -3.04378 -0.45416 -3.36476
H22 -6.18797 -4.44240 0.72668
H23 -7.54809 -4.00940 1.77316
H24 -5.90903 -3.46504 2.17546
H25 -7.41919 -3.47563 -1.24583
H26 -7.96109 -1.78469 -1.23317
H27 -8.75381 -2.98278 -0.21138
H28 -6.79408 -1.04615 2.26818
H29 -8.39911 -1.68745 1.88090
H30 -7.69628 -0.39530 0.89409
H31 -5.71506 1.42259 0.49934
H32 -5.59351 3.08254 -0.10754
H33 -7.04470 2.56516 0.76243
H34 -5.96024 1.07661 3.05427
H35 -7.10396 2.42451 3.22948
H36 -5.59865 2.40706 4.16187
H37 -4.95375 4.97498 1.50312
H38 -5.27365 4.73819 3.23118
H39 -6.59301 4.65116 2.07022
S4 2.91191 0.51374 -2.50290
C28 1.41038 0.21973 -3.35627
N7 1.23179 -0.71766 -4.24059
N8 2.21977 -1.56826 -4.41429
C29 2.10830 -2.63093 -5.30953
C30 3.10682 -3.60266 -5.31133
C31 3.03043 -4.66884 -6.19095
C32 1.96548 -4.77908 -7.07471
C33 0.97677 -3.80437 -7.06927
C34 1.03906 -2.72987 -6.19678
N9 0.25378 1.00390 -3.26026
N10 0.14112 1.80521 -2.31245
C35 -1.01068 2.64723 -2.43534
C36 -1.64954 2.86011 -3.65603
C37 -2.74538 3.70514 -3.72425
C38 -3.20606 4.35325 -2.58502
C39 -2.55280 4.15883 -1.37654
C40 -1.45596 3.31308 -1.30092
H40 3.02997 -1.48592 -3.80456
H41 3.93494 -3.52019 -4.61696
H42 3.80799 -5.42190 -6.18102
H43 1.90712 -5.61528 -7.75873
H44 0.14422 -3.87792 -7.75781
H45 0.27512 -1.96596 -6.18909
H46 -1.27586 2.35668 -4.53647
H47 -3.23748 3.86512 -4.67558
H48 -4.06187 5.01425 -2.64208
H49 -2.90018 4.66412 -0.48523
H50 -0.94669 3.14407 -0.35965
I1 3.55820 -0.59079 1.41976
C41 3.04434 6.27977 -1.51511
N11 3.17196 5.01781 -0.81029
C42 4.34204 4.39833 -0.44032
C43 3.98081 3.21248 0.11733
N12 2.60917 3.09509 0.10023
C44 2.16272 4.19181 -0.47337
H51 3.97410 6.83365 -1.41867
H52 2.23893 6.86890 -1.08126
H53 2.83859 6.11215 -2.57146
H54 5.30433 4.84870 -0.61026
H55 4.60026 2.43772 0.53968
H56 1.13296 4.43755 -0.65929

Results of the Löwdin charge analysis, in e, for atoms 1 through 8:
1 Cd 0.89
2 C -0.06
3 C -0.25
4 C 0.06
5 C -0.21
6 N 0.19
7 N 0.00
8 B -0.86

Formula: C5H8O2
Source: the Open Molecules 2025 dataset
Level of theory: ωB97M-V/def2-TZVPD

Output
molar mass = 100.12 g/mol
ΔE to the lowest compared entry with this formula, charge and spin = 236.52 kJ/mol
LUMO level = 0.55 eV
SMILES = CCCC(=O)C=O
HOMO-LUMO gap = 9.938 eV
electronic energy = -9407.3809 eV

Positions of all 15 atoms, in Å:
C1 -0.38149 2.13403 1.05085
C2 -0.14832 0.63457 0.85514
C3 -0.27358 0.18845 -0.62567
C4 0.15246 -1.31025 -0.74823
O1 0.96698 -1.65138 0.10207
C5 0.46541 -2.74896 -1.40129
O2 1.29369 -2.94057 -2.24716
H1 0.36519 2.72999 0.51339
H2 -0.31187 2.40670 2.11139
H3 -1.37337 2.43829 0.69943
H4 -0.86366 0.07323 1.46992
H5 0.84487 0.36585 1.22600
H6 -1.24884 0.48689 -1.02824
H7 0.47887 0.73931 -1.21012
H8 0.03365 -3.54617 -0.76750

Results of the Löwdin charge analysis, in e, for atoms 1 through 8:
1 C -0.11
2 C -0.27
3 C -0.11
4 C -0.18
5 O 0.06
6 C -0.24
7 O 0.05
8 H 0.07

Formula: C4H3NO2
Source: the Open Molecules 2025 dataset
Level of theory: ωB97M-V/def2-TZVPD

Output
molar mass = 97.07 g/mol
ΔE to the lowest compared entry with this formula, charge and spin = 757.86 kJ/mol
LUMO level = -1.22 eV
HOMO-LUMO gap = 9.011 eV
electronic energy = -9773.8319 eV

Positions of all 10 atoms, in Å:
C1 1.34162 -0.25435 0.54423
C2 -0.12556 -0.09431 0.89730
C3 -1.22942 0.15278 0.12051
C4 -2.44374 0.11201 -0.26748
H1 1.74298 0.25849 -2.31310
H2 2.03081 -0.85471 1.31916
H3 -3.62089 0.19352 -0.33745
N1 1.79362 -0.09155 -0.64823
O1 0.91156 0.78050 -1.50370
O2 -0.40097 -0.20237 2.18875

Results of the Löwdin charge analysis, in e, for atoms 1 through 8:
1 C -0.09
2 C -0.35
3 C -0.07
4 C 0.17
5 H 0.28
6 H 0.17
7 H 0.10
8 N -0.04

Formula: C2H7NS2
Source: the Open Molecules 2025 dataset
Level of theory: ωB97M-V/def2-TZVPD

Output
molar mass = 109.22 g/mol
ΔE to the lowest compared entry with this formula, charge and spin = 139.68 kJ/mol
LUMO level = 0.20 eV
SMILES = C=CN.SS
HOMO-LUMO gap = 8.653 eV
electronic energy = -25346.6001 eV

Positions of all 12 atoms, in Å:
S1 -2.24214 0.54265 -1.42915
S2 -1.59055 1.55077 -3.15877
H1 -1.38674 0.35727 -0.40077
H2 -0.29547 1.27626 -2.95255
C1 -0.10593 -1.37201 0.89059
C2 0.68806 -0.41565 1.36140
N1 1.34519 0.59057 0.65413
H3 -0.46028 -1.62891 -0.08769
H4 -0.51747 -1.99443 1.68188
H5 0.84672 -0.37912 2.43186
H6 1.78159 0.29315 -0.20224
H7 1.93703 1.17944 1.21130

Results of the Löwdin charge analysis, in e, for atoms 1 through 8:
1 S 0.21
2 S 0.23
3 H -0.24
4 H -0.22
5 C -0.05
6 C -0.31
7 N 0.03
8 H 0.03